An isolated molecule of C6H10O, computed with wB97M-V/def2-TZVPD.

The geometry in XYZ format:
```
17
Properties=species:S:1:pos:R:3:lowdin_charge:R:1
C -0.01752 -2.06758 -0.62355 -0.0671
C -0.08852 -0.59243 -0.84687 -0.3939
C -1.29235 0.33721 -0.31673 -0.0655
C -0.41409 1.25596 0.41463 -0.3513
O -0.27239 2.50683 -0.04583 0.0812
C 0.53960 0.58581 1.29457 -0.1123
C 1.08321 -0.16568 0.05595 -0.1639
H -0.31212 -2.75003 -1.43173 0.0436
H -0.44678 -2.38356 0.33513 0.0554
H 1.27128 -1.48793 0.03253 0.1408
H 0.08039 -0.31391 -1.89087 0.1311
H -1.95399 -0.22550 0.34485 0.1167
H -1.86820 0.82397 -1.10465 0.1159
H 0.44188 2.95174 0.43280 0.1213
H 1.27383 1.24213 1.77219 0.1174
H 0.08581 -0.08087 2.03702 0.1191
H 1.88995 0.36383 -0.45945 0.1115
```

## Properties
- Energy relative to the best compared isomer or geometry (same formula, charge and spin): 492.8 kJ/mol
- Charge: 0
- HOMO (alpha / beta): -6.2 / -7.1 eV
- Gap between HOMO and LUMO (alpha / beta): 6.625 / 7.720 eV

***

A structure of composition C6H10O, computed with wB97M-V/def2-TZVPD.

The geometry in XYZ format:
```
17
Properties=species:S:1:pos:R:3:lowdin_charge:R:1
C 0.37710 0.33648 1.94036 -0.1111
C 1.52468 -0.29277 1.21591 -0.1151
C 0.78538 0.86714 0.59519 -0.2314
C -0.15020 0.70712 -0.58670 -0.2829
C -0.44621 -0.65079 -1.24722 -0.0865
C -1.89712 -0.17474 -1.19069 -0.1868
O -1.56231 0.85269 -0.25261 -0.0944
H -0.57005 -0.19278 1.98672 0.1055
H 0.58066 0.97135 2.79747 0.1012
H 2.53621 -0.12262 1.57342 0.0981
H 1.38143 -1.27803 0.78218 0.0885
H 1.30643 1.82267 0.62283 0.1326
H 0.12530 1.45154 -1.35027 0.1450
H -0.01846 -0.83744 -2.23463 0.1086
H -0.24703 -1.50189 -0.59017 0.1017
H -2.24089 0.24835 -2.14304 0.1135
H -2.65303 -0.86480 -0.80841 0.1135
```

## Properties
- Energy relative to the best compared isomer or geometry (same formula, charge and spin): 155.8 kJ/mol
- Charge: 0
- HOMO: -9.6 eV
- Gap between HOMO and LUMO: 10.749 eV

***

A cluster of 2 separate species, C6H10O in total, computed with wB97M-V/def2-TZVPD.

The geometry in XYZ format:
```
17
Properties=species:S:1:pos:R:3:lowdin_charge:R:1
O -1.35719 0.76614 1.45706 0.0494
C -0.64875 0.59952 0.48697 -0.3984
C 0.33548 1.65662 0.02225 -0.1123
C 1.62398 1.05509 -0.48274 -0.0977
C 1.80687 -0.25247 -0.65975 -0.1074
C 0.73833 -1.28577 -0.41103 -0.1829
C -0.66407 -0.65964 -0.35355 -0.1167
H -0.14917 2.23925 -0.77658 0.1302
H 0.50901 2.35118 0.85089 0.1222
H 2.43877 1.74837 -0.68302 0.1015
H 2.77690 -0.61486 -0.99532 0.1013
H 0.94884 -1.81340 0.52959 0.1201
H 0.76593 -2.04998 -1.19685 0.1114
H -1.40701 -1.35632 0.04280 0.1010
H -0.96341 -0.37477 -1.37178 0.1333
H -3.65360 -1.25482 1.77783 0.0354
H -3.10090 -0.75413 1.76322 0.0095
```

## Properties
- SMILES: O=C1CC=CCC1.[H][H]
- Energy relative to the best compared isomer or geometry (same formula, charge and spin): 83.5 kJ/mol
- Charge: 0
- HOMO: -9.4 eV
- Gap between HOMO and LUMO: 10.283 eV